85
Properties=species:S:1:pos:R:3:forces:R:3 method="wB97M-V/def2-TZVPD" total_charge=-1 largest_force_ev_per_a=0.4 homo_lumo_gap_ev=6.9
Be 0.129359 -0.134807 0.186990 -0.111 -0.175 0.008
O 0.761351 0.585087 1.497725 0.051 0.165 0.073
C 0.081333 1.569422 2.172226 -0.083 0.082 -0.029
C -0.815166 2.414150 1.179420 0.135 -0.361 0.036
C -0.075020 2.620134 -0.098932 0.025 -0.102 -0.079
C 0.447273 3.840500 -0.503856 0.006 0.041 -0.012
C 1.186590 3.896510 -1.674221 -0.028 -0.055 -0.044
C 1.373723 2.743184 -2.418983 0.016 0.081 0.020
C 0.812259 1.554932 -1.968465 -0.126 -0.027 0.089
C 0.987989 0.252092 -2.686745 0.017 -0.118 0.250
C 1.815927 -0.746448 -1.812995 -0.068 0.079 -0.087
O 1.171238 -1.008768 -0.637590 0.275 0.058 -0.098
C 3.210602 -0.112968 -1.594889 -0.043 -0.052 0.034
C 3.597004 0.243682 -0.309759 -0.017 -0.031 0.037
C 4.831838 0.845783 -0.088447 0.004 0.010 -0.026
C 5.693303 1.094998 -1.148404 -0.032 -0.011 0.019
C 5.315125 0.731470 -2.435979 -0.049 -0.030 -0.011
C 4.083993 0.128065 -2.654439 0.002 0.035 0.013
C 2.022433 -2.075722 -2.567109 -0.035 0.025 0.062
C 1.600970 -2.330752 -3.865129 0.039 0.002 -0.014
C 1.817746 -3.574728 -4.456884 0.015 0.006 0.031
C 2.459921 -4.580321 -3.754639 -0.032 0.039 -0.008
C 2.879472 -4.336240 -2.449280 0.005 0.031 0.003
C 2.659552 -3.100571 -1.866753 0.003 -0.033 0.038
N 0.109707 1.509942 -0.831619 0.155 0.094 0.003
C -0.801369 0.946719 3.269465 0.010 -0.044 -0.042
C -0.234960 -0.075521 4.028835 0.033 -0.075 0.012
C -0.955646 -0.710795 5.026934 -0.042 0.034 0.007
C -2.270665 -0.336087 5.287379 0.026 0.041 -0.043
C -2.846012 0.677195 4.535987 0.036 -0.020 0.013
C -2.115522 1.312429 3.534860 -0.001 0.036 0.032
C 1.065518 2.574487 2.814513 -0.008 -0.085 -0.075
C 2.310606 2.767144 2.223336 -0.024 0.014 0.047
C 3.195552 3.718397 2.716204 -0.032 -0.005 0.005
C 2.850313 4.492857 3.816402 0.002 -0.023 -0.025
C 1.611279 4.307288 4.415329 -0.023 -0.033 -0.010
C 0.727133 3.358476 3.916315 -0.010 -0.016 -0.031
H -1.109766 3.360894 1.631826 -0.020 0.051 -0.039
H -1.693623 1.804364 0.958360 -0.037 0.093 0.003
H 0.294788 4.720684 0.107416 -0.004 -0.019 0.009
H 1.619154 4.833583 -2.003175 0.013 0.004 0.008
H 1.964554 2.749541 -3.325619 -0.015 -0.008 -0.006
H 1.463256 0.423839 -3.652881 -0.021 0.036 -0.022
H 0.009226 -0.214010 -2.828233 0.007 0.040 -0.075
H 2.904393 0.037487 0.500667 0.025 0.054 -0.022
H 5.121148 1.122474 0.919906 -0.018 -0.010 -0.015
H 6.656255 1.561563 -0.974817 -0.019 -0.001 0.000
H 5.984363 0.911192 -3.269966 -0.009 -0.003 0.010
H 3.803449 -0.170434 -3.660643 0.013 0.000 0.030
H 1.086291 -1.568265 -4.437147 0.017 -0.015 0.024
H 1.475928 -3.751599 -5.470540 0.002 -0.002 0.019
H 2.623948 -5.548827 -4.212554 0.008 0.018 0.010
H 3.376187 -5.117623 -1.885070 -0.017 0.018 -0.009
H 2.962452 -2.909310 -0.843178 -0.022 -0.011 -0.049
H 0.776939 -0.385635 3.794530 -0.049 0.026 -0.004
H -0.497504 -1.509255 5.599361 -0.002 0.007 -0.019
H -2.843044 -0.838181 6.058435 0.009 0.003 -0.003
H -3.874456 0.969877 4.716254 0.011 0.002 0.000
H -2.600508 2.083812 2.948594 0.035 -0.028 0.006
H 2.567797 2.153375 1.372613 0.033 -0.043 -0.052
H 4.158232 3.855640 2.235405 -0.021 -0.016 0.011
H 3.541404 5.230385 4.207754 -0.008 -0.007 -0.009
H 1.334085 4.898929 5.280481 -0.007 -0.008 -0.010
H -0.234989 3.215949 4.396671 0.024 0.011 0.000
C -4.272071 -3.330448 -0.107566 0.016 -0.053 -0.032
C -3.543845 -2.250690 0.670966 -0.031 0.020 0.121
C -3.553041 -2.587287 2.163896 0.059 0.084 -0.064
O -2.176458 -2.202420 0.252839 0.115 -0.027 -0.018
B -1.688353 -0.886160 0.340235 -0.195 0.321 0.017
O -2.827280 -0.052714 0.555541 -0.022 -0.060 -0.059
C -4.031256 -0.807356 0.385889 0.050 -0.034 -0.071
C -5.092597 -0.282150 1.335810 0.010 0.021 0.036
C -4.491314 -0.619732 -1.061980 0.099 0.044 0.040
H -3.864511 -4.306457 0.163677 -0.030 0.014 -0.014
H -4.145929 -3.197003 -1.181876 -0.006 -0.015 0.046
H -5.340292 -3.321215 0.130021 0.016 -0.027 -0.016
H -2.974119 -3.500378 2.313351 -0.038 0.004 -0.008
H -4.569118 -2.743181 2.537780 0.038 0.016 0.019
H -3.072996 -1.788490 2.735049 -0.040 -0.052 0.004
H -4.729059 -0.270680 2.363313 -0.017 -0.011 -0.037
H -5.999800 -0.892072 1.281397 0.012 0.027 0.018
H -5.347449 0.742671 1.054179 -0.020 -0.034 0.016
H -3.733140 -1.008557 -1.744913 -0.060 0.013 -0.002
H -4.598829 0.450868 -1.249352 -0.017 -0.037 -0.008
H -5.446956 -1.112542 -1.261972 0.041 0.016 0.016

=====

100
Properties=species:S:1:pos:R:3:forces:R:3 method="wB97M-V/def2-TZVPD" total_charge=-2 relative_energy_kj_mol=200.2 largest_force_ev_per_a=3.2 homo_lumo_gap_ev=5.7
Sr 1.138303 0.074707 -1.040654 -2.989 -0.770 0.863
C 4.030432 -0.640454 -0.792702 0.281 -0.374 0.084
N 3.309947 0.579069 -1.141458 3.047 0.494 -0.280
C 3.873455 1.116043 -2.370885 0.038 0.245 -0.467
C 3.053183 2.215070 -3.026183 -0.176 0.189 -0.071
N 1.652268 1.862901 -3.005257 0.340 -0.300 0.103
C 0.793647 2.680808 -3.585139 -0.036 0.332 -0.249
C 1.005470 3.967647 -4.179522 -0.050 -0.244 0.104
F 2.240959 4.540464 -4.201109 0.045 0.005 0.045
C 0.002920 4.707696 -4.770062 -0.180 -0.098 -0.034
F 0.296349 5.908394 -5.304206 0.035 0.091 -0.029
C -1.295826 4.244768 -4.841929 0.064 0.018 -0.040
F -2.267171 4.968906 -5.445574 -0.034 0.014 0.013
C -1.559727 2.996199 -4.297375 0.065 0.071 0.017
F -2.802106 2.493067 -4.385811 -0.113 -0.039 0.023
C -0.567040 2.269097 -3.695121 0.048 -0.012 0.017
F -0.887529 1.046248 -3.208654 0.089 0.133 0.029
C 3.278366 1.478266 0.006686 0.148 0.497 0.508
C 2.242514 2.606533 0.008140 -0.157 0.573 -0.046
N 0.876560 2.132955 -0.073694 -0.188 1.242 0.786
C -0.111990 3.004347 0.028072 -0.198 0.512 0.255
C -1.459712 2.534434 -0.014704 0.018 -0.098 -0.039
F -1.664042 1.213675 -0.261143 0.164 0.270 0.110
C -2.566451 3.312962 0.211914 0.051 0.069 0.010
F -3.791591 2.758436 0.227417 -0.064 -0.046 -0.016
C -2.443706 4.674079 0.448383 0.110 0.008 0.002
F -3.525954 5.442594 0.707779 -0.045 0.016 -0.025
C -1.170324 5.207475 0.435397 -0.175 -0.100 0.005
F -1.011769 6.525587 0.651584 0.012 0.091 0.004
C -0.057858 4.419658 0.223361 0.016 -0.157 -0.041
F 1.129327 5.084795 0.223055 0.021 -0.034 0.009
H 5.083655 -0.439751 -0.536053 -0.036 0.068 0.008
H 4.005394 -1.338611 -1.629444 -0.012 0.071 -0.061
H 3.547053 -1.117009 0.056847 0.019 0.016 0.051
H 3.921431 0.282459 -3.075262 0.035 -0.054 0.077
H 4.901431 1.490090 -2.211907 0.004 -0.114 0.083
H 3.425993 2.316368 -4.057225 0.124 0.034 0.058
H 3.258833 3.173028 -2.534536 0.075 0.010 -0.037
H 4.266728 1.942049 0.163706 0.004 -0.094 -0.019
H 3.054399 0.859145 0.879956 0.110 -0.066 -0.009
H 2.452387 3.325676 -0.785160 0.131 0.010 0.029
H 2.403199 3.140184 0.956542 0.162 -0.052 -0.018
C -2.480459 -4.062854 5.071399 0.131 0.010 0.007
C -0.979716 -3.965244 5.358044 0.036 -0.054 -0.003
C -0.423540 -5.392443 5.489688 -0.079 0.075 0.049
C -0.801370 -3.218962 6.688663 -0.035 -0.054 -0.057
C -0.232482 -3.235595 4.244995 0.008 -0.026 0.041
C -0.815780 -2.888650 3.035068 -0.055 0.037 -0.158
C -0.075729 -2.222916 2.084953 -0.102 0.095 -0.408
Br -0.933996 -1.828497 0.401246 -0.022 -0.302 0.638
C 1.279394 -1.803911 2.213717 -0.091 0.014 0.134
O 1.844308 -1.098103 1.309691 0.010 0.012 -0.130
C 1.889574 -2.256995 3.440886 0.042 -0.019 -0.070
C 1.119272 -2.927394 4.381654 -0.115 0.005 -0.017
C 3.384369 -2.115734 3.796050 0.018 0.039 -0.035
C 3.983305 -3.528624 3.924648 -0.021 0.074 0.052
C 4.224652 -1.372705 2.757149 -0.050 -0.021 0.048
C 3.538070 -1.359897 5.126276 -0.009 -0.051 -0.051
H -2.986460 -4.529685 5.920303 -0.015 -0.016 -0.007
H -2.671042 -4.671807 4.186464 -0.052 0.024 -0.017
H -2.912237 -3.073177 4.914189 -0.037 -0.010 -0.017
H -0.958852 -5.950275 6.265446 0.020 -0.010 0.016
H 0.637292 -5.375359 5.744540 0.012 -0.015 -0.007
H -0.535464 -5.919076 4.540693 0.024 -0.037 0.008
H -1.354795 -3.720594 7.488748 0.006 -0.012 0.008
H -1.173815 -2.197496 6.595108 0.011 0.017 0.031
H 0.247856 -3.171513 6.981241 0.006 0.026 0.012
H -1.842566 -3.130366 2.795849 -0.016 0.010 0.072
H 1.611865 -3.248464 5.293384 0.014 0.015 0.014
H 3.828699 -4.075666 2.993301 0.030 -0.026 0.001
H 3.512443 -4.095384 4.729352 0.010 -0.023 0.003
H 5.058226 -3.476214 4.125098 0.004 0.018 0.007
H 4.227976 -1.914974 1.815789 0.007 0.075 -0.070
H 5.257569 -1.294308 3.114246 -0.011 -0.048 0.053
H 3.839168 -0.371417 2.583098 0.015 0.005 -0.090
H 3.024198 -1.862901 5.946287 -0.001 0.018 0.018
H 3.120978 -0.355833 5.029589 0.004 0.014 0.031
H 4.596114 -1.271870 5.391664 0.011 0.002 -0.002
C -4.489773 0.811409 -2.212458 0.231 0.026 0.213
Te -3.253313 -0.955596 -2.279801 -0.573 0.081 -0.379
C -3.644361 -0.823132 -4.401696 0.365 -0.185 0.040
C -4.786092 0.129308 -4.594518 -0.090 0.033 0.044
C -5.417446 0.259859 -5.827651 -0.012 -0.024 0.021
C -6.464874 1.151362 -5.995522 0.002 -0.008 -0.088
C -6.898618 1.916850 -4.922407 -0.014 0.045 0.053
C -6.274930 1.790172 -3.691422 0.014 0.005 -0.019
C -5.210385 0.910280 -3.522259 -0.076 -0.145 -0.030
H -3.851178 1.682841 -2.074409 0.066 -0.044 0.013
H -5.179250 0.771201 -1.371621 0.019 -0.064 0.013
H -3.871951 -1.805281 -4.814015 -0.021 -0.022 0.083
H -2.741585 -0.462008 -4.896428 0.002 0.063 0.055
H -5.077972 -0.348042 -6.658977 -0.011 0.025 -0.020
H -6.939582 1.252574 -6.964288 -0.011 -0.013 0.008
H -7.714740 2.618552 -5.045746 -0.011 -0.016 -0.003
H -6.604557 2.383325 -2.845994 0.003 0.035 -0.025
F 0.753201 -1.527639 -2.415610 -0.341 -2.027 -1.837
B 1.472472 -2.708237 -2.901207 0.006 -0.206 0.009
F 2.723183 -2.270999 -3.359745 -0.021 0.095 -0.013
F 0.735616 -3.285179 -3.922902 -0.035 0.029 -0.006
F 1.627701 -3.566772 -1.817910 0.002 0.028 -0.045

=====

102
Properties=species:S:1:pos:R:3:forces:R:3 method="wB97M-V/def2-TZVPD" total_charge=-2 relative_energy_kj_mol=0.0 largest_force_ev_per_a=5.5 homo_lumo_gap_ev="4.5 / 4.3"
La 0.999989 1.086713 -0.388873 0.818 -1.263 -1.026
O 4.490674 2.210415 -3.564607 0.460 0.362 0.160
C 3.656570 1.490297 -2.759975 -1.004 -2.103 -2.574
O 3.602266 1.602623 -1.530086 -0.447 0.304 -0.048
C 2.864543 0.540038 -3.613591 3.170 3.020 3.261
C 3.223412 0.196508 -4.902426 -0.527 0.313 -0.602
C 2.327849 -0.619732 -5.532071 1.554 -0.874 -2.277
C 1.261391 -1.239789 -4.884313 -1.488 0.690 2.674
C 1.033030 -0.821008 -3.550765 1.708 0.259 -1.537
N 1.875441 0.010983 -2.904758 -3.114 -0.976 1.119
C -0.118945 -1.291277 -2.793626 -1.025 -1.459 0.180
O -0.641133 -2.337296 -3.368123 -0.657 0.439 1.062
O -0.535820 -0.789779 -1.725399 0.742 0.322 -0.625
H 5.022385 2.793142 -3.024014 0.220 0.215 0.453
H 4.135101 0.661278 -5.299731 -0.689 -0.444 -0.232
H 2.510467 -0.935224 -6.567101 0.072 0.203 0.313
H 0.580371 -1.975199 -5.295087 0.272 0.218 -0.269
H -1.443311 -2.731364 -2.782588 0.386 0.046 -0.457
Br -0.842237 8.756264 -1.118845 0.165 -0.339 0.186
C -0.661480 6.873370 -0.770905 0.282 -1.518 -0.895
C -1.779761 6.033324 -1.070474 1.050 2.056 0.363
C -1.624660 4.689866 -0.949856 0.873 -0.103 0.353
C -0.357422 4.095961 -0.671269 0.495 -0.109 -0.145
O -0.294483 2.799370 -0.907689 0.052 0.967 0.292
C 0.809150 4.891055 -0.243343 -2.557 0.512 -1.467
C 2.047175 4.379745 0.315807 -0.790 -2.101 -0.488
N 2.359485 3.080912 0.451768 0.903 1.847 1.293
C 3.580258 2.753712 1.147084 -1.455 1.771 -1.544
C 4.654907 3.675260 1.304164 1.543 -1.190 1.042
C 5.881706 3.154557 1.867121 -1.558 -0.413 -0.895
C 6.018619 1.780266 2.202019 0.888 1.661 -0.385
C 4.920318 0.921999 2.258668 -2.195 0.726 -0.568
C 4.855896 -0.301013 2.967250 -0.317 -0.411 -0.042
C 3.706102 -1.134188 2.858941 -0.110 0.814 -0.025
C 2.659324 -0.651714 2.043653 0.056 -0.267 0.871
N 2.626777 0.579238 1.495355 0.105 -0.103 0.092
C 3.665260 1.447848 1.614791 1.728 -2.688 1.405
C 0.586665 6.306912 -0.475127 -0.195 -0.184 1.329
H -2.679346 6.522411 -1.441914 -0.032 -0.348 0.349
H -2.485280 4.056890 -1.055028 -0.006 -0.507 -0.337
H 2.656448 5.117554 0.766940 0.739 0.740 0.285
H 4.573676 4.691961 0.903178 0.215 -0.507 0.386
H 6.776625 3.768548 2.011182 -0.418 0.004 -0.413
H 7.041233 1.405528 2.218832 -0.200 -0.094 0.794
H 5.703392 -0.530633 3.651828 -0.711 -0.069 -0.738
H 3.556068 -2.053955 3.473493 0.313 0.828 -0.830
H 1.711800 -1.222002 1.934872 0.785 0.180 0.009
H 1.405738 6.990146 -0.247334 -0.059 -0.137 -0.140
C -1.424675 -2.691232 2.903279 -1.217 -1.613 0.611
C -1.441384 -1.270054 3.202804 0.323 2.584 1.669
N -1.600070 -0.702832 4.414543 1.172 -1.279 -1.806
N -1.143875 0.601315 4.251590 -1.308 -3.308 -1.804
C -0.897824 0.888982 2.970523 0.099 -0.790 0.259
S -0.414232 2.306392 2.366433 0.648 1.815 -0.963
N -1.084758 -0.291364 2.292943 0.388 -0.374 0.520
N -0.987646 -0.307912 0.860494 -1.546 -0.095 0.585
H -2.453229 -3.058567 3.078352 0.390 -0.143 -0.333
H -0.808550 -3.250695 3.631168 -0.082 0.447 -0.416
H -1.134881 -2.968197 1.888839 -0.031 0.217 0.071
H -1.201886 1.139925 5.046149 0.060 1.834 1.382
H -1.975117 0.173387 0.660746 0.951 -0.105 -0.785
H -1.137532 -1.262775 0.465496 0.290 0.516 0.726
C -5.239064 0.702570 -3.264643 -1.187 0.378 -0.696
C -3.803444 1.110451 -3.183297 0.892 2.030 -0.008
N -3.273855 0.935958 -1.832295 -0.417 -0.487 -0.967
C -4.047105 1.076476 -0.739442 1.445 -0.152 1.726
N -3.443907 0.912927 0.424988 -0.360 -0.294 -1.533
C -4.201028 1.103450 1.613683 1.408 0.235 1.199
C -5.379158 2.026183 1.458702 -0.626 -1.013 1.199
C -6.186762 1.586298 0.284835 -1.042 -1.220 -0.648
N -5.331415 1.484873 -0.876640 -0.410 -0.753 -1.012
C -6.110595 1.228619 -2.129977 0.339 0.997 1.558
H -5.223214 -0.366430 -3.312149 -0.422 -0.792 0.225
H -5.675332 1.065397 -4.231404 0.427 -0.351 0.717
H -3.726868 2.218890 -3.427951 0.083 -1.100 -0.080
H -3.266747 0.528591 -3.957061 0.156 0.366 0.734
H -2.289534 0.804278 -1.629913 -0.250 -0.128 -0.413
H -3.441099 1.474206 2.355404 -0.951 0.211 -0.313
H -4.521974 0.164331 2.075729 -0.252 -0.298 -0.290
H -5.115532 3.033138 1.371950 0.776 1.636 -0.388
H -5.906739 1.953594 2.404794 -0.606 0.029 0.010
H -6.998113 2.215748 -0.074609 -0.059 0.767 0.570
H -6.761211 0.627355 0.478286 0.937 0.434 -0.048
H -6.532526 2.252851 -2.308600 -0.068 -1.035 -0.497
H -6.912230 0.534356 -1.783213 0.319 0.353 -0.856
S 0.126595 -7.053685 0.988545 0.728 -0.261 0.941
C 1.760038 -6.789382 1.757015 -0.014 -0.511 1.307
C 2.977177 -7.212138 1.219248 -0.287 0.707 -0.967
C 4.193088 -6.975489 1.894517 -0.879 0.145 1.600
C 4.144117 -6.289188 3.172256 0.161 -0.726 -1.565
C 2.873109 -5.862913 3.741715 3.769 -1.961 -0.872
C 1.766828 -6.315369 3.114501 -1.037 0.526 -2.428
H 2.941160 -7.612083 0.183705 0.259 0.096 0.860
H 5.100851 -7.462464 1.459210 -0.629 0.921 0.678
H 5.136419 -6.192890 3.666600 -1.060 0.350 -0.091
H 2.901226 -5.414691 4.709735 -0.305 0.284 0.460
H 0.811296 -6.141042 3.521157 -1.068 0.302 0.570
Se -3.374539 -7.487260 -0.585817 -0.257 -0.132 0.429
Sb -2.144982 -5.879692 -1.831170 0.394 -0.081 -1.256
Se 0.337428 -5.970368 -0.917841 0.335 0.373 -0.321
Se -1.424345 -6.521580 -4.101808 -0.257 0.296 0.485
Se -2.948587 -3.530777 -1.790130 -0.158 -0.136 0.560